[1]
Density functional theory data (ωB97M-V/def2-TZVPD) for a cluster of 15 separate species, C40H51Cl42F3N2O3P2 in total.

Each line ends with the Löwdin charge.
CARTESIAN COORDINATES (ANGSTROEM)
C  2.76866  1.33959  2.59527  -0.069
C  1.98081  0.22240  1.96142  -0.333
C  2.75656  -0.98654  1.52863  -0.063
C  0.64869  0.33077  1.86223  -0.087
C  -0.25627  -0.38758  0.90032  -0.173
C  -0.50760  0.39182  -0.40672  -0.169
C  -1.74249  1.33580  -0.38177  -0.309
C  -1.31867  2.77520  -0.80546  -0.058
C  -2.89879  0.85391  -1.28339  -0.169
C  -4.04452  0.11016  -0.55497  -0.147
C  -3.61555  -0.93353  0.45405  -0.139
C  -3.73233  -0.59204  1.81560  -0.099
C  -4.28678  0.73026  2.29219  -0.098
C  -5.80377  0.55676  2.44518  -0.318
C  -6.68862  1.19629  1.42681  -0.022
O  -6.53309  1.65516  2.85700  -0.077
C  -3.30981  -1.52504  2.74745  -0.039
C  -2.78919  -2.74217  2.35565  -0.043
C  -2.64933  -3.11797  1.02654  -0.113
C  -2.02750  -4.46050  0.71913  -0.114
C  -3.01816  -5.54811  0.30384  -0.065
C  -2.26288  -6.80994  -0.07171  -0.631
F  -1.28986  -7.11142  0.81478  0.120
F  -1.65408  -6.67853  -1.26905  0.121
F  -3.07485  -7.87908  -0.13027  0.113
C  -3.10173  -2.19464  0.05533  -0.219
P  -3.10462  -2.53677  -1.76191  0.983
C  -4.63473  -3.53654  -2.05310  -0.270
C  -1.65072  -3.55410  -2.22909  -0.279
C  -2.45408  -3.51197  3.58351  -0.387
O  -2.16484  -4.66583  3.74132  0.093
N  -2.63095  -2.61310  4.70291  -0.083
P  -1.10181  -2.37889  5.47597  0.748
N  0.03100  -2.17387  4.43107  -0.238
C  -3.29589  -1.44214  4.23888  -0.393
O  -3.74651  -0.59165  4.95485  0.126
H  3.18223  1.98419  1.81850  0.064
H  3.57706  0.94518  3.21891  0.073
H  2.12496  1.93346  3.24518  0.058
H  2.10486  -1.73632  1.08095  0.056
H  3.23183  -1.44031  2.39990  0.086
H  3.51007  -0.75083  0.77536  0.014
H  0.15654  0.98449  2.58025  0.097
H  -1.18973  -0.63784  1.40571  0.080
H  0.20663  -1.34575  0.63932  0.095
H  -0.68626  -0.34730  -1.19151  0.047
H  0.41186  0.91649  -0.66098  0.093
H  -2.08553  1.42756  0.65398  0.117
H  -1.51025  3.49610  -0.00854  0.031
H  -1.85896  3.12042  -1.68751  0.049
H  -0.25413  2.84100  -1.03084  0.061
H  -3.37335  1.73368  -1.72328  0.097
H  -2.51068  0.27723  -2.11881  0.059
H  -4.65543  0.87714  -0.09220  0.082
H  -4.67951  -0.35680  -1.31190  0.101
H  -4.14023  1.53880  1.58694  0.026
H  -3.91202  0.97515  3.28323  0.119
H  -6.14304  -0.41232  2.80583  0.153
H  -7.65898  0.72285  1.34488  0.106
H  -6.44775  2.13560  0.95187  0.084
H  -1.57033  -4.81628  1.63784  0.105
H  -1.21118  -4.37430  0.00517  0.103
H  -3.60567  -5.30232  -0.57618  0.095
H  -3.65214  -5.83026  1.14232  0.074
H  -4.44098  -4.39836  -2.69100  0.043
H  -5.41207  -2.89591  -2.46048  0.027
H  -5.01616  -3.92470  -1.10598  0.028
H  -0.77329  -3.26599  -1.65418  0.025
H  -1.81144  -4.63036  -2.19200  0.023
H  -1.44623  -3.29069  -3.26302  0.007
H  -1.36477  -1.26628  6.28182  0.018
H  -0.90940  -3.50970  6.28198  0.016
H  0.76196  -2.87116  4.49190  -0.019
C  -5.67606  5.08043  2.24046  -1.491
Cl  -4.41877  3.96721  1.67308  0.588
Cl  -5.04015  6.31497  3.31432  0.535
Cl  -6.49600  5.82483  0.86054  0.552
H  -6.40558  4.49508  2.78689  0.017
C  6.34631  2.51578  -0.02714  -1.583
Cl  5.06211  2.62240  -1.23978  0.491
Cl  6.27086  3.88259  1.08857  0.532
Cl  6.25525  0.99226  0.84404  0.519
H  7.29410  2.55527  -0.53742  -0.075
C  -3.44880  2.35946  -5.88534  -1.540
Cl  -5.08602  3.01263  -5.83214  0.527
Cl  -2.28595  3.48641  -5.17179  0.498
Cl  -3.36891  0.80005  -5.07476  0.519
H  -3.17693  2.22025  -6.92354  0.007
C  9.20135  0.67909  -3.55222  -1.516
Cl  7.85914  1.39223  -2.65201  0.548
Cl  10.02712  1.92388  -4.48226  0.502
Cl  10.31305  -0.14516  -2.45753  0.539
H  8.79710  -0.05332  -4.23838  0.016
C  3.00340  -1.75495  -2.66372  -1.513
Cl  4.07234  -0.59889  -1.87527  0.538
Cl  3.04377  -3.32394  -1.85309  0.539
Cl  1.36783  -1.10280  -2.68539  0.551
H  3.33449  -1.89533  -3.68466  0.013
C  1.29869  5.44581  1.78135  -1.528
Cl  0.14482  4.19563  2.23939  0.535
Cl  2.50463  5.69396  3.04802  0.516
Cl  2.08037  5.05640  0.24767  0.527
H  0.75400  6.37222  1.65650  0.016
C  0.85069  -10.02644  0.19189  -1.558
Cl  2.49480  -9.39896  0.32004  0.520
Cl  0.58211  -10.74935  -1.39610  0.519
Cl  0.52715  -11.19614  1.47121  0.524
H  0.16360  -9.19856  0.30920  -0.015
C  -1.89443  5.15352  5.73007  -1.521
Cl  -2.90730  6.42365  6.43041  0.522
Cl  -2.62065  4.52660  4.25162  0.471
Cl  -0.26298  5.75510  5.43634  0.520
H  -1.83119  4.34505  6.44611  0.015
C  9.32930  1.66110  3.35354  -1.549
Cl  9.51627  1.33428  1.62837  0.514
Cl  7.89650  0.87728  4.01512  0.518
Cl  10.77235  1.15920  4.23786  0.526
H  9.21515  2.72968  3.47826  0.012
C  0.25593  -0.58332  -6.61891  -1.534
Cl  -1.12501  -0.49115  -7.71551  0.522
Cl  0.30059  0.81129  -5.54718  0.514
Cl  0.21256  -2.08944  -5.69489  0.515
H  1.15616  -0.58096  -7.21863  0.013
C  -3.97852  -7.14311  4.47878  -1.542
Cl  -4.03052  -7.70696  2.80464  0.604
Cl  -5.49401  -7.50463  5.30842  0.533
Cl  -2.61007  -7.85232  5.32941  0.541
H  -3.84411  -6.07051  4.46607  -0.020
C  10.05007  3.79984  -8.10477  -1.539
Cl  8.71485  2.69740  -7.78180  0.524
Cl  11.22466  3.80648  -6.78221  0.475
Cl  10.83658  3.39785  -9.63035  0.535
H  9.64352  4.79912  -8.18805  0.012
C  -5.22596  6.57393  -2.44747  -1.571
Cl  -4.09950  5.36800  -3.05912  0.505
Cl  -4.41144  7.76722  -1.43784  0.518
Cl  -6.07933  7.36213  -3.77814  0.527
H  -5.95690  6.06346  -1.83593  -0.042
C  9.01234  6.13062  -3.13412  -1.537
Cl  7.64613  5.07460  -2.77214  0.520
Cl  10.15353  6.16914  -1.79114  0.534
Cl  9.81734  5.62763  -4.62484  0.493
H  8.62797  7.13147  -3.27849  0.011

For the LUMO energy, the calculation gives -0.8 eV. The calculation puts the energy above the lowest of the compared OMol25 structures with the same formula, charge and spin at 0.0 kJ/mol. Its highest occupied orbital energy is -8.1 eV. Its net charge is 0.

=====

[2]
Density functional theory data (ωB97M-V/def2-TZVPD) for a cluster of 2 separate species, C4H11NO2S in total.

Each line ends with the Löwdin charge.
CARTESIAN COORDINATES (ANGSTROEM)
C  -0.13029  1.25947  -1.50896  -0.113
C  0.28401  -0.01735  -0.73794  -0.519
C  0.48646  0.35226  0.72814  -0.624
S  -1.21178  0.65148  1.61754  -0.047
N  1.60450  -0.42728  -1.27005  -0.067
C  1.60676  -0.96439  -2.72433  -0.585
O  2.29210  -0.23559  -3.59278  -0.374
H  -0.19034  0.93675  -2.55099  0.051
H  0.57183  2.04007  -1.47951  0.046
H  -1.13466  1.59732  -1.24095  0.033
H  -0.42476  -0.82819  -0.85025  0.107
H  0.69292  -0.52742  1.32755  -0.003
H  0.98244  1.30365  0.87784  0.023
H  2.30166  0.28782  -1.12190  0.066
H  2.00327  -1.99379  -2.54489  0.051
H  0.51822  -1.03878  -2.95732  0.064
H  -2.73762  -1.10155  3.86456  -0.006
H  -2.44639  -0.33536  5.10152  0.011
O  -2.82585  -1.17084  4.82820  -0.116

For the LUMO energy, the calculation gives 5.7 eV. The calculation puts the energy above the lowest of the compared OMol25 structures with the same formula, charge and spin at 118.5 kJ/mol. Its highest occupied orbital energy is 0.3 eV. Its net charge is -2.

=====

[3]
Density functional theory data (ωB97M-V/def2-TZVPD) for the molecule C17H19N3O.

Each line ends with the Löwdin charge.
CARTESIAN COORDINATES (ANGSTROEM)
C  -5.44280  -2.78561  -0.36295  -0.067
C  -4.31154  -1.82843  -0.70457  -0.269
O  -4.18842  -0.91085  0.36255  -0.053
C  -3.20502  0.02811  0.31329  -0.271
C  -2.31441  0.20192  -0.73833  -0.011
C  -1.34990  1.19434  -0.67261  -0.031
C  -1.24406  2.02437  0.43019  -0.233
C  -0.18901  3.10797  0.51849  -0.168
N  0.97035  2.91249  -0.31678  -0.005
C  1.75920  1.77880  -0.21224  -0.285
C  2.66718  1.51492  -1.25798  -0.038
C  3.53964  0.45038  -1.22831  -0.020
C  3.49487  -0.37271  -0.11504  -0.187
C  2.59070  -0.12946  0.94320  -0.232
C  1.71489  0.94735  0.89956  0.049
N  2.75302  -1.09448  1.90701  0.114
C  3.69349  -1.86851  1.45949  -0.157
N  4.19233  -1.50269  0.24817  -0.089
C  5.22652  -2.14522  -0.50659  -0.028
C  -2.14157  1.84638  1.47853  -0.040
C  -3.10997  0.86926  1.42373  0.000
H  -5.21602  -3.31108  0.56056  0.077
H  -6.36802  -2.23229  -0.22767  0.077
H  -5.57144  -3.50826  -1.16382  0.075
H  -3.37193  -2.38352  -0.83538  0.125
H  -4.53652  -1.29420  -1.63895  0.125
H  -2.35546  -0.42693  -1.61391  0.102
H  -0.66604  1.30327  -1.50182  0.113
H  0.14364  3.19793  1.55848  0.119
H  -0.63429  4.06907  0.23786  0.129
H  0.87539  3.25897  -1.25963  0.123
H  2.67318  2.17955  -2.11121  0.105
H  4.22413  0.26905  -2.04400  0.105
H  1.02501  1.10561  1.70965  0.114
H  4.06187  -2.73020  1.98442  0.123
H  5.58789  -3.01257  0.04393  0.089
H  4.84441  -2.47354  -1.47690  0.094
H  6.05986  -1.45816  -0.67543  0.095
H  -2.07547  2.48261  2.34961  0.114
H  -3.80567  0.72634  2.23541  0.117

For the LUMO energy, the calculation gives 0.8 eV. The calculation puts the energy above the lowest of the compared OMol25 structures with the same formula, charge and spin at 29.5 kJ/mol. Its highest occupied orbital energy is -7.4 eV. Its net charge is 0.

=====

- Which formula does entry 1 have?
  C40H51Cl42F3N2O3P2